1.
80
Properties=species:S:1:pos:R:3 method="wB97M-V/def2-TZVPD" max_force_ha_per_bohr=0.147 orbital_gap_ev=8.1 energy_ha=-2921.71753 spin_multiplicity=1 total_charge=0 homo_energy_ev=-8.84 lumo_ev=-0.75
C -0.435 3.513 2.205
C -0.713 2.454 3.448
C -0.157 0.985 2.959
N 0.133 0.032 4.098
I 0.132 -1.948 3.510
S 1.588 0.438 4.974
O 1.949 -0.838 5.828
O 2.817 0.765 4.092
F 1.240 1.678 6.138
H -0.929 3.036 1.229
H -0.847 4.605 2.426
H 0.724 3.603 1.937
H -1.893 2.393 3.568
H -0.169 2.899 4.384
H -1.044 0.489 2.333
H 0.731 1.111 2.189
C -1.368 -0.354 -0.860
O -0.932 0.073 0.197
N -2.310 -1.311 -0.925
N -0.946 0.096 -2.056
H -2.682 -1.675 -1.786
H -2.656 -1.678 -0.048
H -0.237 0.818 -2.052
H -1.293 -0.242 -2.937
C 0.774 3.439 -2.901
O 0.932 2.237 -3.047
N 1.703 4.343 -3.259
N -0.343 3.966 -2.369
H 1.592 5.337 -3.147
H 2.560 3.988 -3.664
H -1.068 3.320 -2.085
H -0.491 4.953 -2.240
C 1.999 4.931 -6.666
O 2.435 5.358 -5.608
N 1.057 3.973 -6.731
N 2.422 5.381 -7.861
H 0.685 3.609 -7.592
H 0.711 3.607 -5.853
H 3.131 6.103 -7.857
H 2.074 5.042 -8.742
C -3.939 3.255 -3.759
O -3.021 3.263 -2.955
N -3.878 2.585 -4.924
N -5.093 3.914 -3.553
H -4.624 2.566 -5.600
H -3.026 2.075 -5.119
H -5.180 4.431 -2.688
H -5.860 3.918 -4.204
C -0.100 -5.910 4.335
O 0.114 -5.084 3.462
N 0.861 -6.357 5.164
N -1.315 -6.447 4.547
H 0.704 -7.037 5.889
H 1.790 -5.979 5.038
H -2.067 -6.137 3.945
H -1.511 -7.128 5.261
C 4.759 -7.087 4.095
O 3.792 -7.640 4.593
N 4.670 -5.912 3.445
N 6.001 -7.601 4.150
H 5.455 -5.441 3.027
H 3.753 -5.491 3.380
H 6.113 -8.484 4.631
H 6.810 -7.160 3.746
C 6.127 -3.442 5.965
O 6.592 -4.440 5.436
N 6.775 -2.761 6.927
N 4.927 -2.934 5.632
H 6.409 -1.937 7.374
H 7.682 -3.109 7.207
H 4.406 -3.417 4.911
H 4.528 -2.114 6.056
C -7.437 1.628 -6.236
O -6.246 1.779 -6.012
N -7.939 0.499 -6.768
N -8.354 2.576 -5.970
H -8.916 0.356 -6.960
H -7.283 -0.240 -6.983
H -8.018 3.442 -5.568
H -9.338 2.470 -6.147

2.
73
Properties=species:S:1:pos:R:3 method="wB97M-V/def2-TZVPD" max_force_ha_per_bohr=0.028 orbital_gap_ev=9.0 energy_ha=-1866.06240 spin_multiplicity=1 total_charge=0 homo_energy_ev=-9.06 lumo_ev=-0.07 smiles="COC[C@H](C)N.NC(N)=O.NC(N)=O.NC(N)=O.NC(N)=O.NC(N)=O.NC(N)=O.NC(N)=O"
C -2.094 -0.246 -3.387
O -0.848 -0.897 -3.483
C -0.114 -0.457 -4.608
C 1.038 -1.380 -4.948
C 2.042 -1.505 -3.807
N 1.794 -0.845 -6.082
H -1.946 0.835 -3.294
H -2.718 -0.548 -2.549
H -2.693 -0.420 -4.290
H -0.803 -0.338 -5.460
H 0.179 0.596 -4.452
H 0.643 -2.356 -5.223
H 2.695 -0.646 -3.649
H 2.611 -2.420 -3.969
H 1.578 -1.621 -2.819
H 2.079 0.107 -5.872
H 1.194 -0.756 -6.898
N -1.573 -4.596 1.204
C -1.347 -3.267 1.452
N -1.053 -2.536 0.340
O -1.439 -2.787 2.568
H -1.540 -5.008 0.290
H -1.655 -5.224 1.982
H -1.010 -2.993 -0.552
H -0.774 -1.577 0.429
N -2.447 2.162 2.699
C -2.472 0.838 3.063
N -2.374 0.019 1.974
O -2.577 0.474 4.220
H -2.369 2.446 1.740
H -2.471 2.829 3.446
H -2.411 -0.972 2.164
H -2.013 0.369 1.095
N 2.448 -2.185 3.645
C 1.611 -1.683 4.613
N 0.558 -0.930 4.168
O 1.743 -2.004 5.780
H 2.834 -3.072 3.918
H 2.181 -2.049 2.686
H 0.565 -0.343 3.356
H -0.296 -1.073 4.681
N 2.199 4.469 2.209
C 1.458 3.750 3.104
N 2.116 3.274 4.207
O 0.260 3.542 2.961
H 1.763 4.916 1.427
H 3.190 4.459 2.363
H 1.497 3.029 4.960
H 3.108 3.153 4.259
N 0.438 1.274 0.903
C -0.136 0.873 -0.262
N 0.741 0.267 -1.107
O -1.341 1.027 -0.504
H 1.438 1.141 0.866
H -0.008 1.851 1.599
H 1.504 -0.272 -0.676
H 0.337 -0.185 -1.921
N 4.602 -1.819 1.280
C 3.534 -1.619 0.424
N 3.030 -2.753 -0.143
O 3.073 -0.498 0.239
H 4.682 -2.720 1.722
H 4.683 -1.038 1.915
H 2.206 -2.574 -0.689
H 3.298 -3.663 0.179
N -5.428 3.612 -2.110
C -4.103 3.378 -2.373
N -3.373 2.812 -1.379
O -3.613 3.600 -3.475
H -5.673 3.857 -1.168
H -5.961 3.947 -2.890
H -2.441 2.477 -1.544
H -3.836 2.493 -0.546

3.
97
Properties=species:S:1:pos:R:3 method="wB97M-V/def2-TZVPD" max_force_ha_per_bohr=0.252 orbital_gap_ev="7.6 / 4.1" energy_ha=-4566.08809 spin_multiplicity=2 total_charge=-1 homo_energy_ev="-7.08 / -7.08" lumo_ev="0.53 / -2.96"
C 5.571 0.500 2.718
F 5.910 0.026 1.465
F 4.265 0.680 2.679
F 6.003 -0.319 3.676
S 6.408 2.212 3.021
O 5.635 3.196 2.264
O 6.387 2.454 4.454
O 7.745 2.117 2.440
N 0.610 -0.862 -1.157
S -0.699 -0.196 -1.473
O -0.734 1.015 -2.300
O -1.838 -0.318 -0.616
F -1.273 -1.243 -2.610
S 0.844 0.229 0.122
O -0.210 0.323 1.276
O 1.545 1.427 -0.338
F 2.108 -0.422 0.929
C -1.885 1.454 4.349
O -1.497 2.594 4.066
N -2.112 1.159 5.602
N -1.967 0.547 3.507
H -2.145 0.156 5.715
H -1.654 1.713 6.311
H -1.819 0.707 2.521
H -2.192 -0.415 3.716
C 1.951 3.108 2.755
O 2.778 3.650 2.101
N 0.779 3.653 2.936
N 2.033 1.948 3.293
H 0.539 4.445 2.357
H 0.032 3.248 3.482
H 2.789 1.411 2.895
H 1.181 1.464 3.537
C -4.708 0.279 -2.928
O -4.459 1.182 -3.642
N -3.941 -0.775 -2.788
N -5.748 0.164 -2.223
H -4.380 -1.526 -2.275
H -3.161 -0.804 -3.430
H -5.691 -0.245 -1.301
H -6.522 0.785 -2.411
C -3.387 3.336 0.126
O -4.284 2.502 0.284
N -2.131 3.146 0.444
N -3.518 4.463 -0.446
H -1.933 2.178 0.653
H -1.541 3.867 0.833
H -2.655 4.969 -0.585
H -4.362 4.817 -0.874
C 4.651 -3.744 2.944
O 5.659 -3.523 3.605
N 3.897 -2.849 2.285
N 4.205 -4.892 2.694
H 4.245 -1.922 2.088
H 3.073 -3.138 1.777
H 4.595 -5.684 3.187
H 3.525 -5.056 1.966
C -3.046 -3.125 -5.660
O -3.525 -2.015 -5.723
N -3.716 -4.148 -6.071
N -2.002 -3.422 -4.996
H -4.707 -4.182 -6.265
H -3.160 -4.989 -6.008
H -1.601 -4.347 -5.060
H -1.546 -2.782 -4.362
C 2.609 -1.062 -4.284
O 3.509 -1.185 -5.123
N 1.558 -1.776 -4.029
N 2.591 -0.101 -3.451
H 1.115 -1.676 -3.127
H 1.321 -2.653 -4.471
H 1.869 0.036 -2.758
H 3.467 0.401 -3.469
C 1.854 -4.168 -0.059
O 2.158 -5.271 0.403
N 2.843 -3.320 -0.480
N 0.789 -3.626 -0.128
H 2.450 -2.434 -0.764
H 3.832 -3.502 -0.574
H 0.106 -4.054 0.481
H 0.771 -2.747 -0.627
C -3.323 -2.960 1.248
O -3.397 -3.937 2.032
N -4.145 -2.754 0.261
N -2.317 -2.141 1.249
H -4.686 -3.589 0.088
H -4.106 -2.037 -0.449
H -2.213 -1.450 0.520
H -1.535 -2.247 1.878
C -0.346 5.906 -0.346
O -0.741 5.800 0.762
N 0.458 5.009 -0.869
N -0.544 7.008 -1.012
H 0.570 4.149 -0.351
H 0.845 5.313 -1.751
H 0.125 6.987 -1.769
H -0.698 7.897 -0.558

4.
77
Properties=species:S:1:pos:R:3 method="wB97M-V/def2-TZVPD" max_force_ha_per_bohr=0.044 orbital_gap_ev=5.9 energy_ha=-1999.28887 spin_multiplicity=1 total_charge=-1 homo_energy_ev=-4.62 lumo_ev=1.31
N -2.067 6.379 0.096
C -1.816 6.026 -1.320
Nb -3.424 4.666 -2.219
C -2.192 2.717 -2.203
C -2.552 1.784 -3.316
O -2.078 0.374 -3.203
C -1.043 0.158 -2.399
O 0.096 0.479 -2.653
H -1.995 7.371 0.245
H -2.973 6.064 0.396
H -1.660 6.909 -1.934
H -0.884 5.460 -1.363
H -4.078 4.219 -0.539
H -4.573 6.103 -2.128
H -2.834 5.165 -3.888
H -4.872 3.836 -3.004
H -1.158 3.019 -2.333
H -2.332 2.289 -1.215
H -2.205 2.167 -4.266
H -3.622 1.701 -3.401
H -1.267 -0.335 -1.452
C 0.814 0.106 0.932
O -0.254 -0.477 0.711
N 1.424 0.047 2.153
N 1.465 0.818 -0.019
H 2.292 0.509 2.342
H 0.978 -0.478 2.891
H 1.058 0.873 -0.934
H 2.345 1.268 0.129
C -1.360 -3.886 0.251
O -1.808 -5.027 0.366
N -1.244 -3.027 1.306
N -0.949 -3.383 -0.944
H -0.891 -2.083 1.224
H -1.542 -3.360 2.201
H -1.025 -3.983 -1.745
H -0.589 -2.452 -1.049
C 4.256 0.708 -2.452
O 3.813 1.023 -1.356
N 5.596 0.543 -2.693
N 3.428 0.491 -3.509
H 5.967 0.283 -3.586
H 6.222 0.695 -1.927
H 2.444 0.595 -3.332
H 3.727 0.234 -4.434
C 0.374 -0.256 5.926
O 0.175 -0.611 4.776
N -0.640 0.067 6.778
N 1.629 -0.153 6.462
H -0.490 0.345 7.730
H -1.574 0.008 6.421
H 2.399 -0.392 5.870
H 1.794 0.131 7.410
C -1.731 -6.451 -3.671
O -0.795 -5.736 -3.368
N -2.654 -6.844 -2.744
N -1.930 -6.911 -4.950
H -3.438 -7.429 -2.953
H -2.523 -6.511 -1.800
H -1.264 -6.632 -5.643
H -2.695 -7.499 -5.214
C 2.064 -0.273 10.314
O 1.201 -0.552 9.496
N 3.396 -0.269 10.002
N 1.764 0.054 11.607
H 4.119 -0.044 10.658
H 3.651 -0.514 9.065
H 0.796 0.058 11.864
H 2.453 0.285 12.296
C 1.388 0.097 -6.482
O 2.560 0.457 -6.520
N 0.877 -0.793 -7.390
N 0.509 0.541 -5.547
H -0.074 -1.108 -7.379
H 1.501 -1.143 -8.091
H 0.841 1.193 -4.863
H -0.449 0.248 -5.495